No. 1
Entry from OMol25: C10H30BBeF4O5S5 as an isolated structure (ωB97M-V with the def2-TZVPD basis set).

Geometry as ORCA input:
```
! RIJCOSX wB97M-V def2-TZVPD def2/J DEFGRID3
* xyz 0 2
Be 2.36025 -0.84908 -0.38569
B -0.37724 -0.71637 -0.76199
F -0.00718 0.23348 0.06593
F -1.75244 -0.50704 -1.06643
F 0.49440 -0.63389 -1.80087
F -0.06049 -1.90910 -0.15262
C 2.67052 0.62350 -4.94543
S 3.05918 1.68114 -3.52324
O 2.71545 0.79463 -2.28821
C 1.98457 3.20757 -3.94039
H 2.88138 1.28586 -5.78502
H 1.63334 0.29635 -5.01838
H 3.36159 -0.19123 -5.16160
H 1.55094 3.73628 -3.09154
H 1.13416 2.95134 -4.57225
H 2.58358 3.95444 -4.46142
C -3.46471 -1.76917 1.81122
S -3.16212 -2.30060 3.52078
O -2.53761 -1.22335 4.38649
C -4.86821 -2.84402 4.05988
H -4.16915 -0.93960 1.75062
H -3.70702 -2.62192 1.17702
H -2.46517 -1.39740 1.58580
H -5.28569 -3.83770 3.89743
H -5.59695 -2.26256 3.49512
H -4.94787 -2.78903 5.14557
C 2.51036 -4.88147 2.57295
S 1.57467 -4.20823 1.15191
O 2.49002 -3.27524 0.37123
C 1.47083 -5.69430 0.02141
H 1.81920 -5.20559 3.35099
H 3.00567 -3.99714 2.97383
H 3.11808 -5.72720 2.25119
H 0.78641 -6.39344 0.50188
H 2.44737 -6.15103 -0.13945
H 1.14654 -5.39435 -0.97507
C -3.12692 2.14286 1.76896
S -3.64173 3.46845 0.50953
O -2.55685 4.50416 0.39486
C -3.53441 2.51302 -1.04044
H -3.27249 2.48132 2.79481
H -2.06439 1.92342 1.66429
H -3.73661 1.24255 1.69268
H -3.77096 3.14755 -1.89456
H -4.23790 1.68445 -0.95869
H -2.50932 2.16976 -1.17988
C 1.58142 3.76247 0.45369
S 3.00406 2.68013 0.82848
O 2.61782 1.32610 0.17003
C 4.18997 3.44235 -0.34080
H 1.62375 4.74561 0.92247
H 0.64091 3.25504 0.66828
H 1.40722 3.76880 -0.62228
H 3.92005 4.49831 -0.32695
H 3.86600 3.12891 -1.33323
H 5.20373 3.07018 -0.19292
*
```

Calculated values
LUMO (spin up / spin down) in eV: 0.4 / -0.3
Electronic energy in Ha: -3205.10270
Gap between HOMO and LUMO (spin up / spin down) in eV: 6.5 / 8.0
HOMO (spin up / spin down) in eV: -6.17 / -8.23

=====

No. 2
Entry from OMol25: a single C2HBrO2 molecule (ωB97M-V with the def2-TZVPD basis set).

Geometry as ORCA input:
```
! RIJCOSX wB97M-V def2-TZVPD def2/J DEFGRID3
* xyz 0 1
O -0.57642 -1.89097 -0.67458
C -0.34711 -0.92146 -0.06121
O -0.37009 -0.29547 1.06273
C 0.08008 0.66649 0.00801
Br 1.85022 0.89576 -0.16729
H -0.63668 1.54564 -0.16766
*
```

Calculated values
LUMO in eV: 0.7
Relative energy (zero: lowest compared OMol25 entry of this formula, charge and spin) in kJ/mol: 36.0
Electronic energy in Ha: -2801.22238
Gap between HOMO and LUMO in eV: 10.2
SMILES: O=C1O[C@H]1Br
HOMO in eV: -9.52

=====

No. 3
Entry from OMol25: C32H59F3N5O16SV as an isolated structure (ωB97M-V with the def2-TZVPD basis set).

Geometry as ORCA input:
```
! RIJCOSX wB97M-V def2-TZVPD def2/J DEFGRID3
* xyz 1 4
V -1.82420 2.12538 -0.69127
C 1.25663 -1.03472 -1.33843
F 1.89411 -2.20748 -1.18759
F 2.10241 -0.01130 -1.43641
F 0.53431 -1.11465 -2.47912
S 0.04433 -0.68600 0.08374
O -0.30879 0.72322 -0.23899
O -1.06635 -1.58773 -0.08818
O 0.76740 -0.71689 1.34049
C -2.95827 -0.22069 2.37343
C -3.79390 0.32884 1.23423
O -3.25321 1.22183 0.52749
N -5.02140 -0.12846 1.03556
C -5.84078 0.35514 -0.06806
H -2.58187 0.61084 2.96170
H -2.15242 -0.79375 1.91897
H -3.43019 -0.94347 3.04319
H -5.25582 -0.93083 1.61381
H -6.90613 0.29080 0.16655
H -5.85666 -0.49230 -0.77184
H -5.49719 1.30258 -0.44088
C -2.17886 5.01883 2.16287
C -1.05851 4.01498 2.03847
O -1.17528 3.12944 1.17593
N -0.00612 4.15489 2.82605
C 1.09827 3.22287 2.83816
H -2.64305 5.27893 1.21824
H -2.01046 5.87650 2.81360
H -2.96955 4.48170 2.70933
H -0.09136 4.69458 3.67483
H 1.02414 2.39519 3.53935
H 2.06977 3.70860 2.92026
H 1.13735 2.77603 1.84085
C -4.63749 -4.81352 3.63329
C -4.50775 -3.93943 2.42295
O -5.15065 -2.88576 2.32400
N -3.65787 -4.35825 1.46065
C -3.40821 -3.61187 0.24095
H -5.50097 -5.45477 3.42821
H -4.93855 -4.25179 4.51271
H -3.68815 -5.30446 3.83683
H -3.40891 -5.33324 1.52054
H -4.25380 -3.67351 -0.44460
H -2.43890 -3.77945 -0.21292
H -3.34648 -2.57753 0.58651
C -0.13872 -0.72213 5.13691
C 0.63074 -1.93187 4.66991
O 1.60357 -2.32937 5.27907
N 0.15699 -2.46784 3.51290
C 0.96086 -3.44589 2.79630
H -0.03579 0.10292 4.42812
H 0.19812 -0.37032 6.11123
H -1.17709 -0.99843 5.35051
H -0.42564 -1.79442 3.05167
H 1.97023 -3.41060 3.19279
H 0.84234 -3.27286 1.72919
H 0.56119 -4.45640 2.90909
C -2.42096 -1.47101 -3.22384
C -2.38090 0.02157 -3.46136
O -2.14664 0.85309 -2.57551
N -2.60717 0.40753 -4.72776
C -2.78564 1.82420 -5.08886
H -1.47500 -1.86319 -3.59901
H -3.30348 -1.95542 -3.62901
H -2.33974 -1.69771 -2.16096
H -3.03728 -0.26264 -5.34158
H -3.36978 2.36887 -4.35908
H -3.35729 1.75542 -6.01687
H -1.82650 2.24502 -5.37450
O 4.50135 0.54048 -5.08954
C 3.38825 0.96567 -5.12796
O 2.82006 1.46257 -4.01911
C 1.51621 2.00442 -4.27223
C 1.10827 1.42080 -5.64430
C 2.43257 1.02246 -6.31545
H 1.65612 3.08817 -4.28666
H 0.80638 1.71014 -3.50601
H 0.62751 2.21281 -6.22150
H 0.41153 0.59104 -5.54605
H 2.78942 1.79402 -6.99413
H 2.46437 0.04593 -6.78562
O 2.38581 -5.92735 0.53475
C 3.40071 -5.35318 0.57928
O 4.27526 -5.61788 1.57381
C 5.51348 -4.93725 1.36961
C 5.54023 -4.55419 -0.11594
C 4.04126 -4.36586 -0.36247
H 6.40627 -5.50668 1.60652
H 5.49143 -4.01018 1.94086
H 5.82845 -5.42508 -0.71359
H 6.12313 -3.70234 -0.44687
H 3.74216 -4.46759 -1.40159
H 3.73324 -3.38037 0.00025
O -0.23203 3.17879 -1.72923
C 0.13749 4.29865 -1.89024
O -0.23169 4.94978 -2.98166
C 0.08852 6.37404 -2.86535
C 1.11576 6.40602 -1.73513
C 0.94750 5.16613 -0.94061
H -0.84978 6.83407 -2.55154
H 0.37210 6.85665 -3.79248
H 0.99480 7.35039 -1.18899
H 2.09439 6.66165 -2.15095
H 0.25284 5.21348 -0.09720
H 1.84297 4.57780 -0.74577
O 5.39195 -1.78857 2.19186
C 4.49228 -1.05087 2.21081
O 3.98841 -0.46659 3.29977
C 2.99818 0.52367 2.93395
C 3.25260 0.80528 1.45822
C 3.90303 -0.46116 0.96516
H 3.17840 1.42274 3.52103
H 2.00765 0.11316 3.12627
H 3.88303 1.68522 1.30779
H 2.29455 0.99625 0.96518
H 4.69449 -0.18610 0.26974
H 3.17206 -1.05892 0.42851
*
```

Calculated values
LUMO (spin up / spin down) in eV: -3.0 / -3.0
Electronic energy in Ha: -4374.13341
Gap between HOMO and LUMO (spin up / spin down) in eV: 7.8 / 7.7
HOMO (spin up / spin down) in eV: -10.74 / -10.74

=====

No. 4
Entry from OMol25: a 2-piece molecular cluster, C5H16NSi overall (ωB97M-V with the def2-TZVPD basis set).

Geometry as ORCA input:
```
! RIJCOSX wB97M-V def2-TZVPD def2/J DEFGRID3
* xyz 1 1
C 3.11408 -0.66698 -0.62109
C -1.11318 -0.87699 -1.27350
C -2.71580 -0.26199 0.36275
C 2.55206 -0.48163 0.70885
C -0.24500 0.26586 0.65491
N -1.30087 -0.63952 0.18685
Si -0.25997 2.21456 0.44857
H 2.90018 -1.55660 -1.13868
H 4.22223 -0.90075 -0.57458
H 2.98668 0.21671 -1.28708
H -1.39448 -1.88512 -1.51096
H -1.81400 -0.20622 -1.80277
H -0.09895 -0.46846 -1.36454
H -3.18913 -0.41347 1.38463
H -2.84575 0.83758 0.20869
H -3.34983 -0.88455 -0.29248
H 2.46870 0.46017 1.28861
H 2.38064 -1.35032 1.22942
H 0.05677 0.03271 1.63674
H -1.28758 -1.48877 0.72873
H -0.10596 2.24451 -1.05907
H 0.61116 2.82511 1.50401
H -1.57203 2.98416 0.58198
*
```

Calculated values
LUMO (spin up / spin down) in eV: -5.0 / -3.4
Relative energy (zero: lowest compared OMol25 entry of this formula, charge and spin) in kJ/mol: 521.7
Electronic energy in Ha: -543.89039
Gap between HOMO and LUMO (spin up / spin down) in eV: 6.7 / 9.8
HOMO (spin up / spin down) in eV: -11.67 / -13.21